1.
C46H34Cl3KN4O4 as an isolated structure in a non-equilibrium geometry, computed with ωB97M-V/def2-TZVPD.

HOMO energy = -1.34 eV
frontier orbital gap = 4.7 eV
charge = -2

Structure (XYZ):
```
92
Properties=species:S:1:pos:R:3:mulliken_charge:R:1
K -0.93 0.25 -0.61 1.047
O -2.37 -6.90 -4.40 -0.747
C -1.81 -5.92 -4.92 0.584
O -1.33 -5.79 -6.07 -0.747
C -1.74 -4.66 -4.04 -0.535
C -1.14 -3.50 -4.50 -0.782
C -1.07 -2.39 -3.66 0.329
N -1.55 -2.39 -2.41 0.139
C -2.15 -3.50 -1.98 1.241
C -2.26 -4.65 -2.76 -1.149
C -2.67 -3.46 -0.57 0.067
C -3.72 -4.27 -0.16 -0.977
C -4.14 -4.19 1.16 -0.430
C -3.50 -3.32 2.03 -0.826
C -2.46 -2.54 1.53 -0.264
N -2.06 -2.61 0.26 0.317
C -0.44 -1.11 -4.12 0.490
C 0.60 -1.09 -5.04 -0.638
C 1.14 0.12 -5.42 -0.672
C 0.63 1.29 -4.88 -0.535
C -0.41 1.18 -3.97 -0.112
N -0.94 0.02 -3.59 -0.215
H -0.75 -3.48 -5.51 0.614
H -2.71 -5.56 -2.39 0.534
H -4.21 -4.93 -0.86 0.421
H -4.96 -4.80 1.51 0.385
H -3.79 -3.22 3.07 0.465
H -1.93 -1.83 2.15 0.375
H 0.99 -2.03 -5.42 0.414
H 1.97 0.15 -6.12 0.387
H 1.02 2.26 -5.15 0.457
H -0.86 2.06 -3.50 0.304
Cl -4.97 7.24 -0.10 -0.293
C -4.17 5.69 -0.41 0.477
C -3.13 5.28 0.41 -0.660
C -2.51 4.07 0.15 0.488
Cl -1.19 3.56 1.18 -0.092
C -2.89 3.18 -0.90 -1.112
O -2.31 2.07 -1.11 -0.407
C -3.96 3.69 -1.69 0.600
Cl -4.50 2.71 -3.04 -0.245
C -4.59 4.90 -1.46 -0.741
H -2.79 5.89 1.23 0.417
H -5.40 5.22 -2.10 0.405
N 1.75 1.04 -1.44 0.004
C 2.68 1.70 -1.56 -0.335
C 3.90 2.50 -1.64 0.464
C 3.94 3.61 -2.47 -0.424
C 5.12 4.36 -2.53 -0.573
C 6.21 3.99 -1.76 -0.324
C 6.15 2.88 -0.92 -0.615
C 4.98 2.13 -0.86 -0.331
H 3.08 3.89 -3.05 0.500
H 5.16 5.23 -3.17 0.375
H 7.12 4.57 -1.80 0.373
H 7.00 2.60 -0.31 0.389
H 4.90 1.28 -0.20 0.460
C 1.88 -2.46 -1.65 -0.903
C 1.46 -2.32 -0.20 0.476
C 2.05 -3.28 0.79 -1.486
O 0.64 -1.49 0.14 0.383
H 2.92 -2.77 -1.72 0.502
H 1.70 -1.54 -2.20 -0.133
H 1.26 -3.25 -2.09 0.261
H 2.26 -4.25 0.32 0.414
H 1.39 -3.39 1.65 0.288
H 3.00 -2.87 1.15 0.297
C -1.52 1.08 7.72 -0.378
C -0.30 1.17 7.06 -0.755
C -0.22 1.01 5.69 -0.174
C -1.36 0.75 4.92 0.808
C -2.58 0.66 5.60 -0.557
C -2.66 0.83 6.98 -0.522
C -1.31 0.54 3.44 -0.535
C -0.23 0.43 2.67 -0.647
C 1.16 0.38 2.88 0.337
C 1.85 -0.80 3.30 -0.423
C 3.23 -0.85 3.35 -0.373
C 4.04 0.23 2.99 -0.799
C 3.38 1.40 2.61 -0.434
C 2.00 1.48 2.55 -0.429
H -1.58 1.20 8.80 0.349
H 0.61 1.38 7.62 0.375
H 0.73 1.09 5.18 0.536
H -3.48 0.47 5.02 0.359
H -3.63 0.76 7.47 0.348
H -2.31 0.51 3.01 0.191
H 1.27 -1.67 3.58 0.423
H 3.70 -1.78 3.67 0.396
H 5.12 0.18 3.04 0.345
H 3.96 2.28 2.34 0.467
H 1.53 2.40 2.21 0.249
```

=====

2.
C46H34IOOsP2S as an isolated structure, computed with ωB97M-V/def2-TZVPD.

HOMO energy = -16.44 eV
frontier orbital gap = 6.4 eV
charge = +3

Structure (XYZ):
```
86
Properties=species:S:1:pos:R:3:mulliken_charge:R:1
Os -0.93 0.47 -0.94 0.862
O -1.79 3.66 -1.41 -0.789
S -0.68 2.81 -0.99 1.189
C -0.11 3.33 0.62 0.506
C 0.09 4.68 0.84 -0.738
C 0.40 5.12 2.12 -0.869
C 0.47 4.20 3.17 -0.979
C 0.24 2.85 2.94 -0.157
C -0.03 2.39 1.65 -0.228
P -0.45 0.64 1.35 2.267
C -1.84 0.36 2.49 0.541
C -2.76 1.40 2.67 -0.710
C -3.84 1.24 3.52 -0.747
C -4.02 0.03 4.19 -0.752
C -3.11 -1.00 4.01 -0.775
C -2.02 -0.84 3.17 -0.414
C 0.93 -0.37 1.93 1.601
C 2.03 0.18 2.59 -1.220
C 3.04 -0.65 3.08 -0.780
C 2.96 -2.02 2.90 -1.036
C 1.87 -2.58 2.25 -1.078
C 0.86 -1.76 1.78 -0.964
C 0.74 3.16 -2.03 -0.229
C 0.90 4.42 -2.59 -0.693
C 2.04 4.66 -3.35 -0.952
C 2.99 3.67 -3.54 -0.859
C 2.81 2.40 -3.01 -0.924
C 1.66 2.13 -2.26 0.614
P 1.27 0.49 -1.66 1.600
C 2.78 -0.37 -1.25 0.998
C 3.27 -1.42 -2.04 -0.655
C 4.50 -1.98 -1.74 -0.905
C 5.25 -1.49 -0.68 -0.769
C 4.78 -0.42 0.07 -0.777
C 3.55 0.14 -0.21 -0.613
C 0.11 -0.37 -2.70 -0.799
C -0.83 0.49 -3.36 -0.131
C -1.96 -0.06 -3.95 -0.952
C -2.19 -1.46 -4.04 -1.007
C -1.28 -2.31 -3.55 -1.021
C -0.07 -1.88 -2.79 0.939
H -0.01 5.40 0.03 0.500
H 0.56 6.17 2.31 0.482
H 0.69 4.55 4.17 0.503
H 0.26 2.16 3.77 0.657
H -2.62 2.35 2.16 0.428
H -4.54 2.05 3.66 0.514
H -4.85 -0.09 4.86 0.461
H -3.23 -1.93 4.56 0.532
H -1.30 -1.64 3.08 0.387
H 2.11 1.24 2.74 0.455
H 3.88 -0.21 3.60 0.538
H 3.75 -2.66 3.29 0.474
H 1.80 -3.65 2.13 0.506
H -0.01 -2.22 1.31 0.484
H 0.15 5.18 -2.44 0.613
H 2.19 5.64 -3.79 0.476
H 3.88 3.87 -4.13 0.491
H 3.54 1.62 -3.18 0.594
H 2.73 -1.77 -2.91 0.525
H 4.89 -2.79 -2.35 0.517
H 6.22 -1.92 -0.46 0.480
H 5.38 -0.02 0.88 0.505
H 3.20 0.99 0.36 0.524
H -0.60 1.53 -3.56 0.630
H -2.68 0.62 -4.41 0.558
H -3.06 -1.82 -4.57 0.527
H -1.41 -3.38 -3.66 0.570
H 0.79 -2.37 -3.26 0.881
I -3.62 0.59 -0.61 0.176
C -3.60 -1.42 -0.01 0.457
C -4.73 -1.99 0.52 -0.469
C -4.72 -3.37 0.75 -0.847
C -3.63 -4.16 0.41 -1.030
C -2.49 -3.58 -0.14 0.687
C -1.37 -4.41 -0.56 -1.298
C -0.30 -3.88 -1.15 -1.739
C -0.17 -2.41 -1.30 1.779
C -1.26 -1.53 -0.77 0.433
C -2.43 -2.16 -0.31 0.567
H -5.61 -1.41 0.74 0.549
H -5.60 -3.84 1.18 0.484
H -3.67 -5.23 0.56 0.527
H -1.45 -5.48 -0.40 0.563
H 0.53 -4.50 -1.48 0.589
H 0.78 -2.10 -0.84 -0.835
```

=====

3.
C46H34IrN5OS3 as an isolated structure in a non-equilibrium geometry, computed with ωB97M-V/def2-TZVPD.

HOMO energy (spin up / spin down) = -14.56 / -14.56 eV
2S+1 = 2
frontier orbital gap (spin up / spin down) = 6.1 / 4.4 eV
<S²> = 0.814
charge = +3

Structure (XYZ):
```
90
Properties=species:S:1:pos:R:3:mulliken_charge:R:1
Ir -0.36 -0.67 -0.10 1.446
C -2.45 3.10 1.20 -1.272
C -2.12 1.95 0.49 -0.435
N -1.07 1.20 0.79 0.563
C -0.26 1.57 1.81 0.623
C -0.50 2.73 2.56 0.566
C -1.65 3.49 2.25 -0.843
C 0.44 3.12 3.55 -1.064
C 1.60 2.40 3.72 -1.243
C 1.84 1.24 2.99 -0.478
C 0.89 0.75 2.09 -0.171
N 0.95 -0.39 1.36 1.134
C 1.83 -1.44 1.52 0.046
C 2.55 -1.77 2.67 -0.735
C 3.50 -2.79 2.64 -1.091
C 3.75 -3.49 1.48 -0.843
C 2.97 -3.26 0.32 0.509
C 3.12 -3.98 -0.88 -0.622
C 2.25 -3.75 -1.91 -1.102
C 1.22 -2.82 -1.76 0.032
N 1.08 -2.10 -0.66 -0.066
C 1.96 -2.28 0.37 0.735
H -3.31 3.68 0.92 0.542
H -2.72 1.63 -0.36 0.598
H -1.86 4.39 2.82 0.585
H 0.26 4.02 4.12 0.540
H 2.34 2.74 4.43 0.539
H 2.79 0.73 3.10 0.852
H 2.32 -1.28 3.61 0.736
H 4.04 -3.04 3.54 0.467
H 4.52 -4.25 1.45 0.482
H 3.91 -4.71 -0.97 0.503
H 2.33 -4.30 -2.84 0.484
H 0.48 -2.68 -2.53 0.494
S -2.47 -0.54 5.44 -0.023
C -3.47 -0.59 6.82 -0.390
C -4.66 -1.20 6.56 -0.628
C -4.77 -1.64 5.23 -0.518
C -3.66 -1.35 4.46 0.253
C -3.46 -1.59 3.06 0.550
C -2.27 -1.19 2.41 -0.161
N -2.07 -1.30 1.12 -0.010
C -3.05 -1.79 0.32 -0.293
C -4.25 -2.29 0.87 0.646
C -5.23 -2.83 -0.03 -1.378
C -5.04 -2.81 -1.36 -1.046
C -3.85 -2.27 -1.95 0.745
C -3.60 -2.26 -3.32 -0.855
C -2.40 -1.73 -3.80 0.593
C -1.53 -1.16 -2.86 -0.615
N -1.74 -1.17 -1.55 0.434
C -2.87 -1.75 -1.08 -0.090
C -2.03 -1.80 -5.20 0.249
C -2.59 -2.59 -6.18 -0.366
C -1.95 -2.47 -7.43 -0.703
C -0.91 -1.58 -7.40 -0.370
S -0.69 -0.89 -5.86 -0.075
C -4.43 -2.19 2.25 -0.624
H -3.14 -0.17 7.75 0.456
H -5.43 -1.32 7.31 0.435
H -5.64 -2.15 4.85 0.381
H -1.46 -0.77 3.00 0.245
H -6.14 -3.23 0.40 0.488
H -5.80 -3.21 -2.03 0.507
H -4.34 -2.64 -4.01 0.533
H -0.62 -0.65 -3.19 0.525
H -3.41 -3.26 -6.01 0.374
H -2.23 -3.01 -8.32 0.432
H -0.27 -1.28 -8.22 0.457
H -5.34 -2.57 2.69 0.492
C 5.23 4.24 1.53 -1.518
C 4.04 3.73 0.78 0.902
C 4.08 2.52 0.09 -1.017
C 3.00 2.08 -0.64 -0.540
C 1.85 2.86 -0.70 0.710
C 1.77 4.05 0.01 -0.584
C 2.86 4.48 0.74 -0.741
S 0.45 2.30 -1.66 0.410
C 1.05 2.68 -3.32 -1.133
O 0.54 0.78 -1.63 -0.879
H 6.09 3.58 1.42 0.389
H 5.01 4.35 2.60 0.331
H 5.50 5.23 1.18 0.376
H 4.99 1.93 0.10 0.407
H 3.03 1.14 -1.19 0.485
H 0.86 4.65 -0.04 0.488
H 2.81 5.42 1.28 0.490
H 2.05 2.27 -3.45 0.381
H 1.06 3.77 -3.42 0.435
H 0.35 2.25 -4.03 0.446
```

=====

4.
C46H35Br2N6OS3Sn as an isolated structure in a non-equilibrium geometry, computed with ωB97M-V/def2-TZVPD.

HOMO energy = -14.53 eV
frontier orbital gap = 5.3 eV
ΔE to the lowest compared entry with this formula, charge and spin = 93.73 kJ/mol
charge = +3

Structure (XYZ):
```
94
Properties=species:S:1:pos:R:3:mulliken_charge:R:1
Sn 1.29 1.40 -1.27 1.787
N 0.52 1.98 0.56 -0.569
S 0.71 1.12 1.78 1.431
N 0.89 -0.46 1.48 -0.130
S -0.15 -1.56 1.11 1.164
N -1.42 -1.27 0.23 -0.075
S -1.53 -0.30 -1.07 1.208
N -0.29 0.17 -1.76 -0.467
C -2.54 -1.28 -2.16 0.341
C -3.29 -0.60 -3.11 -0.490
C -4.02 -1.33 -4.04 -0.914
C -3.99 -2.72 -4.01 -0.573
C -3.23 -3.39 -3.06 -0.776
C -2.50 -2.67 -2.12 -0.280
C -2.66 0.96 -0.53 0.801
C -2.44 2.27 -0.94 0.147
C -3.36 3.25 -0.57 -0.801
C -4.46 2.91 0.20 -0.714
C -4.67 1.59 0.59 -1.007
C -3.77 0.61 0.22 -0.513
C -0.83 -2.32 2.56 0.077
C 0.09 -2.90 3.43 -0.796
C -0.39 -3.47 4.60 -0.787
C -1.75 -3.46 4.87 -0.570
C -2.64 -2.88 3.99 -0.856
C -2.19 -2.30 2.81 0.159
C 0.86 -2.81 0.36 0.850
C 0.25 -4.04 0.13 -0.845
C 0.98 -5.05 -0.47 -0.972
C 2.31 -4.82 -0.83 -0.619
C 2.90 -3.60 -0.58 -0.934
C 2.18 -2.58 0.02 -0.237
C 2.21 1.43 2.68 0.938
C 2.21 1.80 4.01 -0.284
C 3.42 2.05 4.63 -0.963
C 4.61 1.92 3.93 -0.702
C 4.59 1.55 2.59 -0.964
C 3.39 1.31 1.95 -0.415
C -0.65 1.34 2.89 0.187
C -0.81 0.50 3.98 -0.446
C -1.88 0.70 4.83 -1.000
C -2.77 1.73 4.58 -0.741
C -2.60 2.57 3.50 -0.854
C -1.53 2.39 2.64 -0.488
H -3.34 0.48 -3.12 0.508
H -4.62 -0.82 -4.77 0.460
H -4.56 -3.28 -4.73 0.447
H -3.22 -4.47 -3.03 0.476
H -1.92 -3.18 -1.37 0.442
H -1.58 2.51 -1.55 0.135
H -3.22 4.27 -0.89 0.517
H -5.18 3.66 0.47 0.499
H -5.54 1.33 1.16 0.522
H -3.94 -0.42 0.49 0.396
H 1.14 -2.91 3.21 0.564
H 0.30 -3.93 5.29 0.507
H -2.11 -3.91 5.78 0.477
H -3.70 -2.88 4.21 0.533
H -2.87 -1.85 2.11 0.389
H -0.77 -4.22 0.43 0.474
H 0.53 -6.01 -0.65 0.492
H 2.88 -5.61 -1.29 0.461
H 3.94 -3.44 -0.85 0.534
H 2.64 -1.62 0.25 0.616
H 1.29 1.94 4.56 0.526
H 3.44 2.35 5.67 0.461
H 5.55 2.11 4.42 0.436
H 5.52 1.46 2.04 0.492
H 3.38 1.04 0.90 0.197
H -0.10 -0.30 4.17 0.893
H -2.01 0.06 5.68 0.541
H -3.60 1.89 5.26 0.485
H -3.30 3.38 3.32 0.534
H -1.37 3.03 1.78 0.577
Br 6.41 2.19 -2.04 -0.073
C 5.10 1.93 -3.33 -0.354
C 5.45 1.82 -4.69 -0.399
C 4.50 1.60 -5.65 -0.129
Br 5.01 1.49 -7.44 -0.125
C 3.13 1.45 -5.27 0.411
C 2.08 1.14 -6.15 -0.507
C 0.81 0.96 -5.64 -1.278
C 0.60 1.09 -4.26 0.070
N 1.56 1.43 -3.43 -0.098
C 2.80 1.62 -3.91 0.319
C 3.76 1.90 -2.93 0.768
O 3.37 2.09 -1.72 -0.709
H 6.49 1.91 -4.97 0.462
H 2.28 1.02 -7.20 0.388
H -0.02 0.72 -6.29 0.514
H -0.37 0.88 -3.82 0.482
N 0.78 4.83 -1.60 -0.044
C 0.75 3.69 -1.65 0.111
H 0.79 5.84 -1.58 0.293
```